No. 1
71
Properties=species:S:1:pos:R:3:forces:R:3:lowdin_spin:R:1 method="wB97M-V/def2-TZVPD" relative_energy_kj_mol=249.6 multiplicity=4 charge=+3 total_energy_ha=-2217.6934 gap_ev="8.489 / 5.197" s2=3.769 homo_energy_ev="-16.42 / -16.44"
N 0.0735 2.3490 1.8392 0.21 -0.54 -0.43 0.011
N 2.1036 -2.8314 1.6284 -0.57 -1.10 0.49 0.002
H -0.5185 4.4024 1.7632 0.00 -0.04 0.12 0.000
H 0.2951 -2.6061 0.6337 0.02 0.11 0.03 0.002
C 0.7011 1.0501 -2.2770 -0.14 -0.15 -0.12 0.021
H -1.4594 3.3979 2.8542 0.13 0.01 0.00 0.000
C -2.0174 3.2307 0.7765 0.47 0.53 0.08 0.010
O 0.3918 -2.3898 -2.6156 -0.28 -0.13 -1.05 0.211
H -1.9900 -1.5115 -0.7003 -0.07 0.60 -0.06 0.007
C -3.3930 0.0342 -0.6290 -0.30 0.68 0.04 0.003
C 2.0847 -0.9580 -0.4015 0.39 -0.09 -0.54 0.008
O -1.6597 -0.3456 -2.2130 -0.11 0.29 -0.30 0.014
H 1.3004 0.7389 -4.7934 0.00 0.06 0.00 0.000
H 2.3731 -2.0425 3.5573 0.00 -0.03 -0.02 0.000
H -3.5686 2.4607 2.4891 -0.03 -0.02 -0.07 0.000
C 2.8712 -3.0467 0.4128 -0.17 0.31 0.03 0.001
N 0.3734 1.6082 -1.1064 -0.41 -0.62 0.22 0.014
H 0.3806 -1.9771 2.3078 -0.05 0.09 -0.04 0.001
H 2.4066 0.0078 -0.7971 -0.06 -0.05 0.10 0.000
C 0.7718 2.9185 -1.2140 0.36 0.53 -0.42 0.003
H 2.4755 0.9051 1.4464 -0.10 -0.02 -0.04 0.001
H 1.6061 0.0652 2.7750 -0.13 0.02 -0.05 0.001
H 4.3819 -0.0729 0.4787 0.04 -0.02 0.02 0.000
C 0.9181 -2.0796 1.3627 -0.01 -0.51 0.17 0.009
H 1.3536 2.4921 -5.1008 -0.09 -0.10 0.07 0.000
H -2.8938 2.0193 -1.2997 0.00 0.03 0.10 0.001
H -2.8379 3.9375 0.9400 -0.03 -0.12 -0.01 0.001
H 4.9797 -1.6297 1.0871 -0.06 0.01 -0.02 0.000
H -3.1847 0.2078 3.6924 0.16 0.06 -0.04 0.000
Re -0.6270 0.6072 0.5404 -0.02 0.07 0.33 1.777
N 1.2559 1.9350 -3.1017 -0.30 -0.22 0.77 0.011
F -1.6016 -5.5853 -2.1967 0.33 0.58 -0.28 0.050
H 2.2650 -3.5707 -0.3291 0.02 -0.01 0.02 0.001
H 1.7201 4.0164 -2.8803 0.08 0.14 -0.16 0.000
O -1.4170 -2.9847 -1.1408 -0.52 -0.36 -0.84 0.175
H -1.1637 -0.8670 2.9098 0.05 -0.04 -0.17 0.004
C 1.3136 3.1249 -2.4475 -0.14 0.47 0.73 0.005
H -4.1899 1.0175 1.7301 0.01 0.02 -0.06 0.000
H -3.8029 -0.4709 0.2475 0.01 -0.06 -0.06 0.000
F -0.9357 -5.1306 -4.2164 0.15 0.34 0.64 0.039
H -2.3987 -1.0551 1.8840 0.21 -0.04 0.15 0.001
C 2.1514 -0.0655 1.8348 0.41 0.08 0.30 0.010
H 0.6434 3.6554 -0.4481 -0.02 0.12 0.16 0.000
H 1.4841 -1.4943 -1.1435 0.10 0.24 0.31 0.001
H 3.8219 -2.7609 2.8288 -0.07 0.05 -0.02 0.000
C -0.9707 3.4165 1.8802 -0.54 0.23 -0.27 0.003
H -1.7658 1.2518 3.5553 -0.07 -0.08 -0.02 0.000
N -2.0324 -0.4709 -0.8519 0.55 -0.12 0.61 0.023
H -2.4449 -0.1907 -2.7680 -0.09 -0.14 0.25 0.000
H -1.5880 3.4561 -0.2021 -0.06 -0.07 0.06 0.001
C -3.3419 1.5499 -0.4194 -0.24 -0.38 -0.55 0.008
C 2.9299 -2.1676 2.6254 -0.18 0.17 -0.12 0.000
H 0.5469 0.0212 -2.5364 0.01 -0.06 -0.09 0.000
C -0.7134 -4.9630 -2.9335 -0.03 -1.28 -0.45 0.184
N 1.2298 -0.7023 0.8190 -1.04 0.70 0.05 0.027
H 2.7879 1.6599 -4.5036 -0.09 -0.02 0.12 0.000
N -2.4973 1.8342 0.7606 0.60 -0.35 -0.20 0.007
N 3.2406 -1.7321 -0.0867 0.67 -0.13 -1.13 0.005
F 0.5108 -5.2999 -2.5983 -0.56 0.56 -0.08 0.056
H -4.3507 1.9542 -0.2950 0.09 0.05 0.01 0.001
H 0.9243 2.7370 1.4300 -0.08 -0.09 0.09 0.001
S -0.9492 -2.9442 -2.5461 1.05 -0.64 1.60 0.267
N -1.7312 -0.3611 2.2301 0.08 -0.16 -0.21 0.006
C 4.0844 -1.0456 0.8762 -0.22 0.09 -0.05 0.001
C -3.2688 1.5324 1.9997 0.03 -0.37 0.64 0.003
N 3.3090 -0.8635 2.0964 0.47 0.64 0.72 0.003
C 1.6982 1.6906 -4.4474 0.50 -0.16 -1.00 0.001
C -2.4846 0.6626 2.9833 -0.35 0.49 0.06 0.002
H -4.0505 -0.2155 -1.4694 0.06 -0.07 0.08 0.000
H 3.7603 -3.6381 0.6334 -0.06 0.06 -0.04 0.000
H 0.3292 2.1223 2.8000 0.02 -0.07 -0.14 0.004


No. 2
68
Properties=species:S:1:pos:R:3:forces:R:3:nbo_charge:R:1 method="wB97M-V/def2-TZVPD" multiplicity=1 total_energy_ha=-2456.0946 gap_ev=7.539 homo_energy_ev=-8.04 smiles="O=NO[C@@H]1CC[C@@H](S(=O)(=O)C(F)(F)F)S(=O)(=O)O1.CCN(CC)CC.CCN(CC)CC"
O 5.7918 -0.1375 -2.0401 0.27 -0.24 0.17 -0.878
C -2.0253 -0.8122 0.4865 0.03 0.03 -0.04 -0.639
O 3.8010 0.7864 -0.2992 0.07 -0.27 0.10 -0.863
H -3.2430 2.4748 1.1154 -0.04 -0.01 -0.01 0.190
H 0.2580 -2.5175 0.0821 -0.04 0.02 0.04 0.200
F 3.8511 -2.4964 1.5575 0.17 -0.26 0.25 -0.308
C -3.2467 -3.6489 0.4469 -0.04 0.03 0.06 -0.213
O 5.9301 -2.4951 -1.2588 0.10 0.33 0.03 -0.913
H 6.6258 1.3653 0.7375 0.07 -0.10 0.11 0.239
C -5.8941 2.4698 -1.2888 -0.01 -0.06 0.04 -0.639
H -3.6454 -1.2713 -0.8408 -0.02 -0.05 0.03 0.190
H -5.2479 -3.3914 -0.3343 0.01 0.03 -0.02 0.211
H -5.8809 6.2170 0.6370 -0.01 -0.03 0.01 0.211
H -2.3877 0.2164 0.4690 0.01 0.01 0.02 0.210
H -2.3289 -1.2487 1.4394 -0.02 -0.03 -0.01 0.204
H -2.7318 -3.4767 1.4062 0.00 0.00 -0.01 0.156
F 3.0267 -2.0615 -0.3813 -0.01 -0.12 -0.56 -0.286
H -5.6054 6.8717 -0.9826 0.00 0.00 0.01 0.212
S 4.2353 -0.0243 0.7906 -0.18 0.38 0.46 2.093
C -4.4562 5.1069 -0.5542 -0.05 0.02 -0.06 -0.213
H -4.7833 -2.1515 0.8396 0.00 0.00 0.00 0.201
N 8.5607 -3.4402 -0.1562 0.23 -0.23 0.04 0.407
C 5.9199 -0.6629 0.5782 0.27 0.10 0.16 -0.778
H 6.6688 0.4325 2.2480 -0.13 0.15 -0.22 0.259
H -3.1068 1.7222 -1.2136 -0.03 0.03 -0.06 0.199
H -6.6003 5.4382 -0.7796 0.00 -0.01 -0.01 0.201
C 8.3584 0.0640 0.9617 0.17 -0.05 0.49 -0.443
N -4.4668 3.9145 0.2745 0.02 -0.01 0.00 -0.452
H -3.5970 5.7069 -0.2423 0.04 -0.04 -0.01 0.195
H -5.2358 1.6375 -1.5342 0.04 0.04 -0.03 0.203
H 0.6425 -4.2082 -0.1945 0.00 0.01 0.00 0.211
C -4.6960 -3.2091 0.5888 -0.01 -0.03 0.01 -0.616
C -3.1765 3.2532 0.3494 0.14 -0.01 0.07 -0.206
H 5.9747 -1.5931 1.1497 -0.02 0.08 -0.12 0.299
H -5.7860 3.2274 -2.0663 -0.01 0.02 0.01 0.204
H -5.5108 2.2196 0.8222 0.06 -0.01 -0.01 0.195
H -2.4592 3.9840 0.7357 -0.04 0.05 -0.03 0.190
H -1.5456 2.3979 -0.7792 0.00 0.00 0.00 0.215
F 2.0697 -1.2959 1.3826 -0.43 0.18 0.24 -0.292
C 8.6458 -1.0773 0.0090 0.47 -0.13 0.14 0.352
H -0.5100 -3.7714 1.0626 -0.02 0.00 0.00 0.204
C -2.5981 2.6445 -0.9341 0.04 -0.05 0.03 -0.640
C 6.8701 0.3929 1.1764 0.02 0.00 -0.30 -0.422
N -2.5678 -3.0301 -0.6776 0.01 0.00 -0.02 -0.451
H -0.9369 -0.7708 0.4638 0.00 -0.04 0.05 0.204
H -1.4663 -4.6987 -1.1766 -0.05 0.00 0.05 0.188
H -4.3044 4.8847 -1.6230 0.00 0.00 0.01 0.157
C -2.6042 -1.5781 -0.7116 -0.09 0.17 -0.01 -0.217
C 3.2233 -1.5875 0.8238 0.21 0.23 0.03 0.750
H 8.7960 -0.2429 1.9189 -0.01 0.09 -0.17 0.240
O 4.1886 0.4727 2.1384 0.05 -0.28 -0.28 -0.905
H -2.6500 3.3346 -1.7767 -0.02 0.02 0.01 0.207
C -5.7130 5.9512 -0.4075 0.02 0.03 0.00 -0.616
H -2.1002 -1.2546 -1.6259 0.06 -0.05 0.01 0.198
S 6.2853 -1.1150 -1.1319 -0.31 -0.21 -0.30 2.382
H -3.2268 -4.7292 0.2792 0.05 0.00 0.00 0.195
H 9.6919 -1.0383 -0.3128 -0.25 -0.12 -0.19 0.199
H -6.5035 3.5880 0.4365 0.02 0.05 -0.02 0.192
C -1.2849 -3.6368 -0.9832 0.07 -0.12 -0.07 -0.205
C -5.6163 3.0414 0.1091 -0.16 -0.04 0.01 -0.216
H -5.1735 -3.7731 1.3910 0.00 -0.01 -0.01 0.212
O 8.3202 -4.3987 0.4376 0.00 0.09 -0.11 -0.208
H 8.9089 0.9552 0.6467 -0.16 -0.18 -0.13 0.239
C -0.1657 -3.5185 0.0591 0.04 -0.04 -0.08 -0.638
O 8.4043 -2.2873 0.7116 -0.37 0.32 0.00 -0.461
O 7.8812 -0.9969 -1.1882 -0.18 0.25 0.17 -0.700
H -6.9190 2.0968 -1.3361 0.00 0.00 0.01 0.211
H -0.9322 -3.2212 -1.9311 -0.02 0.04 0.01 0.193


No. 3
67
Properties=species:S:1:pos:R:3:forces:R:3:nbo_charge:R:1 method="wB97M-V/def2-TZVPD" relative_energy_kj_mol=251.6 multiplicity=1 charge=-1 total_energy_ha=-11768.2952 gap_ev="4.840 / 5.138" homo_energy_ev="-4.29 / -4.36"
C 1.6444 2.9098 2.2508 -0.03 0.09 -0.07 0.179
H 1.0251 -0.5126 -2.7666 -0.04 0.02 -0.01 0.217
H 2.6130 -0.1215 1.9161 -0.09 0.02 0.08 0.430
N 2.3003 -0.9734 1.4542 -0.06 0.54 0.27 -0.645
N 0.7442 3.6467 2.9271 -0.02 -0.20 0.17 -0.532
H -3.0711 0.4976 -1.8480 0.07 -0.04 -0.02 0.393
H 0.8108 -2.0822 2.4465 0.01 0.05 0.00 0.210
H -5.1823 -0.3204 0.7017 0.11 0.05 0.06 0.414
C 1.9029 -1.9970 2.4045 -0.10 -0.31 0.08 -0.218
Sb -2.0323 4.3537 0.2648 -0.24 1.55 -0.61 0.730
C -3.5438 -1.6697 -3.5296 0.00 -0.04 0.02 -0.624
C -4.9615 1.3623 -0.5703 0.07 -0.04 -0.17 -0.246
H -3.1789 -2.3496 -4.3019 0.00 0.00 -0.01 0.207
Se -2.3896 0.1477 2.7149 0.67 1.47 -1.11 -0.203
N -4.6710 0.0176 -0.0980 -0.01 0.00 0.09 -0.597
H 0.4241 4.5509 2.5962 0.00 0.06 -0.08 0.455
H 4.3246 -4.3278 1.5316 0.01 0.01 -0.01 0.196
S 0.5839 -1.8822 -0.4270 -0.13 0.97 0.54 -0.235
H 4.7031 -0.3528 -3.3882 0.01 0.00 0.00 0.197
H -5.1325 1.9935 0.3031 -0.02 -0.02 0.02 0.210
H -4.0897 1.8002 -1.0532 0.02 0.04 0.07 0.232
C -6.1478 1.4186 -1.5225 0.02 0.03 0.03 -0.614
H -2.1124 -2.2747 -2.0249 0.02 0.01 0.02 0.232
C 1.3648 0.5243 -2.7765 0.15 0.01 0.02 -0.416
H 2.6382 0.3447 -4.4770 0.03 0.07 -0.02 0.195
H 5.8114 -3.2823 3.1948 0.00 0.02 0.00 0.204
H 0.6584 1.0940 -3.3874 -0.01 -0.03 -0.02 0.215
H 0.5995 0.7043 4.2605 -0.10 -0.03 -0.06 0.210
S -3.5233 -2.2796 0.3382 -0.04 -0.51 -0.34 -0.323
C 2.7506 0.5969 -3.4188 -0.04 -0.05 0.09 -0.392
H -5.9886 0.7513 -2.3717 0.00 0.01 0.00 0.202
H -7.0748 1.1254 -1.0261 0.00 -0.03 -0.01 0.196
Pd -0.6764 -0.4424 1.0296 -1.02 -0.65 -0.14 0.320
H 3.1170 1.6277 -3.3737 0.01 0.00 -0.05 0.192
N -2.8746 -0.4299 -1.4930 -0.57 0.03 -0.18 -0.626
C 3.7807 -0.3491 -2.8039 0.00 0.01 -0.03 -0.610
C 0.7643 1.6085 3.7006 0.38 0.11 0.13 -0.101
C 1.2486 1.1073 -1.3725 -0.19 -0.10 -0.05 -0.223
C 1.5620 -0.6695 0.3469 0.92 -1.24 -0.91 0.283
H 4.4106 -3.9504 4.0319 -0.01 0.01 0.01 0.195
H -0.6398 3.1436 4.4935 0.02 0.01 0.02 0.218
Se -2.9673 4.3267 -1.9758 0.16 -0.18 0.28 -0.790
H -6.2571 2.4369 -1.8978 -0.02 -0.01 -0.01 0.226
N 1.7056 1.6762 2.6953 0.19 -0.06 0.11 -0.554
H -4.3905 -2.1447 -3.0305 0.00 0.02 0.01 0.215
H 2.4930 1.0656 0.2946 0.02 0.01 -0.05 0.398
H 3.3940 -1.3708 -2.7781 0.00 0.00 0.01 0.203
H 4.5273 -2.2125 3.7440 -0.01 -0.01 0.01 0.200
C 0.1663 2.8221 3.8590 -0.05 0.01 -0.12 -0.096
H 2.1826 -4.0506 2.9072 -0.01 -0.03 -0.01 0.196
H -3.8922 -0.7565 -4.0173 0.00 0.00 0.00 0.199
H 2.2283 -1.6584 3.3896 0.04 0.05 -0.02 0.200
H 2.0478 -3.7495 1.1796 -0.03 0.04 0.03 0.225
H 4.3112 -2.5890 1.2841 0.01 -0.04 -0.04 0.210
C -3.7156 -0.8380 -0.4986 0.13 0.35 0.20 0.330
H 1.5846 2.1458 -1.3796 0.02 0.01 0.03 0.217
C 4.0127 -3.3795 1.9766 -0.02 -0.05 0.12 -0.401
H 4.0267 -0.0695 -1.7809 0.01 -0.01 -0.01 0.212
H 0.1888 1.1227 -1.0927 0.02 0.01 0.01 0.212
N 2.0158 0.4243 -0.3261 -0.32 0.39 0.32 -0.615
C 2.4907 -3.3738 2.1036 0.09 0.03 -0.11 -0.407
Se -1.6912 1.7767 1.0637 -0.12 -2.35 1.36 -0.255
C 4.7299 -3.1940 3.3109 0.02 0.03 -0.04 -0.608
Se 0.1257 5.4867 0.1996 -0.19 -0.12 0.00 -0.830
H -1.5772 -0.9225 -3.0194 0.03 -0.02 0.02 0.198
H 2.2104 3.3318 1.4358 -0.01 -0.02 -0.02 0.205
C -2.4424 -1.3656 -2.5236 0.25 0.01 0.10 -0.216


No. 4
66
Properties=species:S:1:pos:R:3:forces:R:3:nbo_charge:R:1 method="wB97M-V/def2-TZVPD" multiplicity=1 charge=+1 total_energy_ha=-6487.9675 gap_ev=6.503 homo_energy_ev=-10.67
C 0.1841 6.4607 0.8253 0.51 -0.11 0.07 -0.095
H 0.2055 -5.3514 -1.8430 -0.09 0.07 0.03 0.194
H -3.3085 -3.9066 -1.2521 -0.24 -0.02 -0.06 0.167
N 2.8749 -2.0525 -5.4008 0.28 -0.41 -0.11 -0.888
H 4.7076 5.4837 1.1303 -0.04 -0.07 0.09 0.186
O -1.5709 -4.9323 -0.9390 0.10 -0.18 -0.32 -0.551
H 0.8593 -2.1782 -1.1842 0.15 0.56 -1.86 0.300
N 2.2287 -2.5739 -2.9934 -3.86 4.10 -1.78 -0.378
C 2.8892 6.3434 3.7264 -0.23 -0.17 -0.16 -0.096
O 0.4409 5.1434 1.3064 -0.30 0.02 0.19 -0.552
H 0.7642 -0.4103 -5.1862 -0.14 -0.24 0.77 0.484
H -1.2765 4.1526 0.7252 -0.26 -0.01 0.03 0.154
C -0.8381 -5.1840 -2.1205 0.00 0.06 0.47 -0.250
O 1.1321 7.7779 2.7080 0.06 -0.32 -0.15 -0.536
H 2.5021 -2.5941 -6.1896 0.64 0.53 0.61 0.435
H -1.3847 5.0269 2.2885 -0.12 0.01 -0.06 0.177
N 1.0257 -0.9916 -4.3790 2.94 -3.50 2.64 -0.343
C 4.5823 5.9126 2.1256 -0.21 -0.20 0.07 -0.251
H 1.1040 8.3802 0.7861 -0.12 -0.02 0.11 0.191
C -0.7380 4.4352 1.6347 0.38 -0.01 -0.03 -0.251
H -1.5268 -7.1730 -0.2676 0.09 0.18 0.13 0.177
H 0.2188 6.4211 -0.2699 -0.08 0.24 -0.06 0.170
H 0.7738 5.8846 3.5008 0.16 -0.13 -0.13 0.181
H -0.9013 -7.7992 2.1031 -0.07 -0.24 -0.03 0.180
H 1.1458 7.1647 4.6279 0.09 0.10 -0.09 0.192
Br -0.6621 0.3302 0.2770 0.20 0.26 -1.26 0.036
H 3.7916 -1.6000 -5.4311 -0.54 -0.72 -0.11 0.438
C -2.9825 -4.9480 -1.1432 0.10 0.03 0.51 -0.095
H -0.8068 6.8098 1.1335 0.02 -0.03 0.06 0.179
H -1.7900 -4.2416 3.2809 0.10 -0.07 -0.03 0.187
C 1.4209 6.7476 3.6545 0.09 0.15 0.12 -0.085
Br -1.7174 0.5700 -4.1405 0.69 -0.60 0.74 0.089
H -3.2458 -5.4961 -2.0536 0.06 -0.05 0.02 0.180
H -2.5903 -7.5271 2.5908 0.03 0.08 -0.08 0.180
H -0.0253 2.9926 -1.0368 -0.50 -0.99 -1.29 0.262
H 4.7296 6.9949 2.0478 0.06 0.00 0.08 0.169
O 3.2753 5.6045 2.5735 0.10 0.35 -0.19 -0.553
H 1.0418 0.7075 -1.5826 -1.85 0.08 0.05 0.238
H 3.5056 7.2441 3.8438 -0.06 -0.06 -0.07 0.178
H -1.2014 -6.0822 -2.6269 -0.02 0.05 -0.14 0.183
O -3.5614 -6.9926 0.1453 0.25 0.29 -0.02 -0.534
C -0.1017 0.8330 -1.5892 0.62 0.90 -0.54 -0.269
C -1.8674 -5.3291 3.3214 0.20 -0.02 -0.18 -0.251
H -4.7696 -5.3970 -0.0770 0.06 -0.11 -0.11 0.193
H -2.3436 -8.5854 0.3527 -0.13 0.07 0.08 0.195
H 2.2520 7.0994 1.0888 -0.08 -0.27 0.00 0.188
C 1.2434 7.4385 1.3259 -0.15 0.17 0.05 -0.086
H -3.4190 -5.0940 0.9878 0.25 0.08 -0.11 0.190
O -1.4773 -5.8430 2.0608 -0.40 0.08 0.07 -0.555
N 0.4631 -1.0354 -3.1562 -0.58 -1.67 3.38 -0.179
C 2.1221 -1.9465 -4.2706 -1.71 0.92 1.52 0.561
C 1.1285 -1.9594 -2.2728 1.71 0.46 -4.46 0.227
H 5.3264 5.4779 2.7997 0.15 0.13 -0.04 0.172
H 0.3263 2.6534 -2.7976 -1.33 -0.40 1.03 0.233
C -0.3762 2.3669 -1.9357 0.76 0.11 0.91 -0.658
C -2.2643 -7.5000 0.4647 -0.09 -0.17 0.14 -0.085
C -1.8041 -7.2173 1.8902 0.11 0.17 -0.25 -0.097
H -0.4502 3.5296 2.1739 0.05 0.06 -0.12 0.193
C -3.6974 -5.5753 0.0501 -0.16 -0.15 -0.08 -0.087
H -0.8954 -4.3210 -2.7923 -0.01 -0.01 -0.29 0.140
H -1.4623 2.6295 -2.1287 1.43 -0.51 0.10 0.244
H -2.9073 -5.5852 3.5490 0.03 -0.06 0.07 0.170
C -0.7088 -0.2306 -2.6306 -0.16 -0.01 0.67 -0.125
H -1.4350 -0.9553 -2.1138 1.24 1.10 -0.89 0.284
H 3.0469 5.6994 4.5980 -0.07 0.14 0.20 0.178
H -1.2051 -5.7066 4.1060 -0.13 0.02 0.14 0.175